27
Properties=species:S:1:pos:R:3:forces:R:3 method="wB97M-V/def2-TZVPD" de_lowest_ev=0.000 energy_ha=-1313.94820 molar_mass_g_mol=206.3 charge=0 multiplicity=2
S 1.795 2.567 -2.536 -1.01 1.83 -0.90
S 0.030 1.414 -2.185 -1.23 0.83 1.65
C 0.053 1.343 -0.318 0.71 0.41 -0.36
C 0.297 -0.096 0.167 0.55 -0.25 0.35
C -0.998 -0.676 0.838 0.34 -0.71 1.15
O -1.011 -2.070 0.651 -0.30 -0.43 -0.35
N 1.462 -0.087 1.109 -0.10 -0.32 -1.89
C 2.062 -1.406 1.252 0.20 -0.18 1.00
H 2.799 1.827 -2.299 1.79 -1.67 0.45
H -0.911 1.708 0.052 0.02 0.01 -0.46
H 0.842 2.058 0.038 -0.62 -0.83 -0.50
H 0.596 -0.783 -0.731 -0.60 1.22 1.68
H -0.976 -0.536 2.019 -0.09 0.10 -2.45
H -1.937 -0.253 0.411 0.57 0.18 0.35
H 1.226 0.328 1.986 -0.24 0.01 0.61
H 2.882 -1.391 2.014 -0.88 -0.06 -0.47
H 1.328 -2.199 1.414 0.02 0.01 0.67
H 2.512 -1.713 0.333 0.56 0.17 -0.88
H -0.821 -2.342 -2.461 1.08 -0.32 -0.83
H -1.224 -2.242 -0.311 0.12 0.13 0.87
O -1.586 -2.113 -1.970 -1.29 1.47 0.76
H -1.648 -1.092 -2.010 0.20 -1.68 -0.28
H -2.262 1.066 -2.292 0.69 -0.17 -0.14
O -1.498 0.457 -2.248 -0.41 0.11 -0.17
H -0.447 1.605 2.222 2.52 -2.33 -2.22
H -1.584 2.528 2.108 0.31 -0.18 0.65
O -0.982 2.100 2.747 -2.89 2.65 1.73

=====

17
Properties=species:S:1:pos:R:3:forces:R:3 method="wB97M-V/def2-TZVPD" de_lowest_ev=1.391 energy_ha=-743.86255 molar_mass_g_mol=119.2 charge=-1
C 1.305 1.276 -0.504 -2.84 0.55 -0.18
S 0.443 1.711 1.079 0.78 -0.19 0.04
H 1.038 2.096 -1.204 0.15 -0.81 0.02
H 2.343 1.174 -0.526 1.85 -0.11 0.54
H 0.851 0.319 -0.806 0.25 0.39 -0.48
H -1.567 0.923 0.415 -0.47 -0.31 0.37
H -2.174 0.753 1.742 -0.83 -0.95 -2.43
O -2.404 0.486 0.772 1.28 1.21 2.03
H 1.188 -1.319 2.938 0.29 -0.39 -0.04
H 1.507 -0.452 1.812 0.39 -0.07 -0.01
O 1.849 -1.282 2.231 -0.71 0.82 0.05
H 1.704 -1.956 -0.217 0.11 -1.67 0.44
H 0.497 -2.241 -0.876 0.18 -1.42 0.21
O 1.213 -2.791 -0.462 -0.36 2.99 -0.64
H -2.367 0.176 -1.314 -0.46 1.14 -3.21
H -3.149 0.655 -2.757 1.12 -0.45 1.39
O -2.275 0.474 -2.322 -0.75 -0.72 1.90

=====

13
Properties=species:S:1:pos:R:3:forces:R:3 method="wB97M-V/def2-TZVPD" de_lowest_ev=1.565 energy_ha=-952.55606 molar_mass_g_mol=112.2 charge=0
C -0.594 2.001 -1.063 -1.45 -0.51 -0.12
S 0.546 0.652 -1.154 2.08 -1.80 -2.02
S 0.946 -1.030 0.065 -0.91 1.31 0.48
C -0.622 -1.897 0.378 0.57 -0.79 -0.72
H -1.456 1.850 -1.743 0.69 -0.13 0.01
H -1.076 2.002 -0.105 0.18 1.20 0.84
H 0.047 2.803 -1.461 -0.61 0.18 0.90
H -0.577 -2.185 1.434 -0.54 0.01 -0.32
H -1.461 -1.301 0.066 -0.36 0.56 0.49
H -0.716 -2.761 -0.287 0.30 -0.17 0.36
H -0.526 1.149 2.234 -0.63 -0.05 0.73
H -0.971 -0.137 1.781 -0.37 -0.57 0.09
O -1.230 0.501 2.452 1.04 0.77 -0.71

=====

13
Properties=species:S:1:pos:R:3:forces:R:3 method="wB97M-V/def2-TZVPD" de_lowest_ev=2.977 energy_ha=-286.52226 molar_mass_g_mol=85.1 charge=0
C -1.337 -1.021 -0.079 -1.09 1.20 -0.39
C -0.296 1.257 0.328 0.25 -0.69 -1.84
C 0.739 0.494 -0.552 0.14 1.21 -0.29
C 1.824 -0.288 0.181 -0.88 0.40 -0.32
H -2.455 -0.678 -0.113 1.91 -0.95 0.70
H -1.278 -1.784 -0.885 0.29 0.24 0.85
H -0.981 -1.380 0.949 -0.65 0.35 -1.38
H -0.436 0.995 1.346 0.38 -0.02 0.99
H -0.564 2.262 0.017 0.06 -0.04 0.19
H 0.984 1.049 -1.527 0.47 -1.01 1.75
H 1.501 -0.827 1.136 0.28 0.41 -0.87
N -0.663 0.206 -0.589 -0.97 -0.88 0.28
O 2.961 -0.285 -0.212 -0.17 -0.22 0.35

=====

22
Properties=species:S:1:pos:R:3:forces:R:3 method="wB97M-V/def2-TZVPD" de_lowest_ev=2.602 energy_ha=-453.73661 molar_mass_g_mol=133.2 charge=+2 multiplicity=2
C 1.297 2.331 0.339 0.93 -2.72 0.42
C -0.942 1.628 1.299 -0.54 2.75 0.87
N -0.838 0.334 1.041 -2.38 -1.06 0.86
N 0.045 2.592 0.992 -3.47 -2.52 1.64
N -2.137 1.893 1.966 3.50 5.81 -0.60
H -0.128 0.000 0.464 1.05 -0.50 -0.32
H -1.685 -0.278 1.313 2.32 1.28 -0.69
H -0.078 3.515 1.402 -0.18 -0.32 -0.15
H -2.431 2.952 2.063 0.74 -3.10 -0.11
H -2.862 1.271 1.864 -1.88 -1.49 -0.21
H 1.391 1.250 -0.003 -0.36 1.39 0.46
H 2.178 2.477 0.974 -0.38 0.28 0.08
H 1.354 2.915 -0.523 0.27 1.06 -1.40
C 1.477 -3.004 -1.769 4.45 0.99 -0.20
C 0.523 -2.039 -1.151 -5.13 -3.51 -2.17
O 0.807 -0.983 -0.586 0.97 0.07 -0.08
N -0.871 -2.331 -1.287 9.10 -4.49 -2.62
H 2.270 -3.272 -0.950 -1.19 0.74 -1.52
H 2.034 -2.389 -2.636 -1.00 -1.14 2.02
H -1.377 -1.698 -0.951 -5.94 6.31 3.35
H -1.252 -3.204 -1.622 0.39 -0.25 -0.01
H 1.224 -3.960 -2.236 -1.27 0.44 0.38

=====

14
Properties=species:S:1:pos:R:3:forces:R:3 method="wB97M-V/def2-TZVPD" de_lowest_ev=7.264 energy_ha=-415.77368 molar_mass_g_mol=114.1 charge=0
C 0.692 0.040 -0.195 -2.62 0.64 -0.91
C -1.725 -0.767 -0.012 0.82 2.78 -1.63
C -2.303 0.480 0.150 3.59 -0.83 0.20
C 1.965 -0.962 0.317 -1.27 -1.64 -4.15
H 1.443 2.928 -0.080 2.04 -3.13 0.43
H 0.214 -1.789 -0.179 -2.24 0.58 -0.88
H -2.143 -1.723 -0.250 -1.01 -0.25 0.72
H -3.319 0.646 0.494 0.20 -0.09 -0.27
H -1.453 1.342 0.118 -2.77 -1.83 0.17
H 2.983 -0.432 0.808 -2.68 -2.12 -1.22
N 0.473 1.354 -0.512 4.45 -4.53 2.76
N -0.335 -0.914 -0.428 0.90 1.30 1.68
O 1.830 1.938 -0.018 -3.71 3.69 -1.24
O 1.679 -2.141 -0.211 4.29 5.42 4.34

=====

64
Properties=species:S:1:pos:R:3:forces:R:3 method="wB97M-V/def2-TZVPD" de_lowest_ev=1.066 energy_ha=-4179.45806 molar_mass_g_mol=458.2 charge=-1
Br 0.230 -0.021 0.362 -0.34 0.21 0.16
O -3.414 1.175 -1.954 1.13 1.86 0.04
H -2.686 1.864 -1.866 -1.10 -0.73 0.08
H -2.890 0.530 -2.431 -0.01 -0.96 -0.05
O -1.589 -2.033 3.588 -0.14 0.21 0.11
H -1.419 -1.456 2.839 0.08 0.21 -0.12
H -0.942 -2.745 3.473 -0.15 -0.26 -0.02
O -3.954 -2.879 1.846 -0.21 -1.34 1.33
H -3.644 -2.401 2.618 0.27 -0.41 0.77
H -3.844 -2.197 1.230 -0.10 1.68 -2.14
O 2.172 -0.251 3.512 1.09 0.47 0.73
H 2.728 0.500 3.840 -0.77 -0.85 -0.65
H 1.552 0.109 2.876 -0.33 0.35 -0.23
O 1.312 -1.733 -2.487 0.05 -1.06 -1.44
H 1.233 -2.640 -2.127 0.20 0.03 -0.08
H 1.023 -1.239 -1.749 -0.25 1.29 1.62
O 2.274 -2.265 1.349 0.80 0.04 1.86
H 2.570 -1.865 2.220 -0.31 -0.78 -1.15
H 1.831 -1.498 0.982 -0.54 0.38 -0.63
O 4.341 1.857 2.191 0.26 -1.26 1.39
H 4.059 1.032 1.750 0.11 1.06 -0.12
H 4.221 2.580 1.596 -0.34 0.16 -0.96
O 2.156 4.163 -2.041 -0.18 1.62 -0.96
H 1.255 4.513 -2.075 0.25 -0.46 0.36
H 2.307 3.633 -1.271 -0.34 -0.73 0.85
O -1.951 -1.225 -1.955 -1.78 0.19 -0.60
H -1.029 -1.184 -1.759 0.89 -0.10 0.64
H -2.436 -1.463 -1.137 0.73 0.24 -0.27
O 0.843 0.697 -4.276 -2.29 -1.16 1.70
H 0.559 -0.142 -3.753 1.18 1.59 -1.28
H 0.024 1.250 -4.149 1.24 -0.46 -0.28
O 0.227 -4.123 2.936 0.76 0.00 1.33
H 0.906 -4.022 3.648 -0.81 -0.24 -0.83
H 0.557 -3.527 2.263 0.34 0.31 -0.60
O 2.815 1.818 -0.087 0.41 -0.14 -1.07
H 3.184 1.581 -0.989 -0.75 0.35 0.96
H 2.075 1.197 0.091 0.27 0.19 -0.36
O -3.625 -0.236 0.424 -0.42 -0.10 -0.07
H -2.695 -0.129 0.600 0.81 0.02 0.33
H -3.739 0.358 -0.341 -0.15 -0.09 -0.21
O -2.248 3.078 1.797 -0.32 -0.01 0.25
H -1.445 2.573 1.971 0.03 -0.24 0.13
H -2.554 2.782 0.933 -0.04 -0.14 0.03
O -1.820 -3.783 -2.867 -3.12 -0.06 -0.18
H -0.904 -3.633 -2.923 1.70 0.81 -0.22
H -2.323 -2.937 -3.042 1.50 -1.03 0.34
O -0.765 2.551 -1.758 -0.15 -0.82 -1.19
H -0.851 3.230 -1.098 0.23 0.63 1.01
H -0.164 1.866 -1.420 -0.24 0.27 0.27
O -1.824 -3.302 -0.067 0.19 -0.23 -0.66
H -2.132 -3.598 -0.964 0.23 -0.05 1.05
H -2.357 -3.675 0.652 -0.24 0.04 -0.31
O -0.612 4.492 0.379 1.73 0.72 -1.24
H 0.371 4.579 0.475 -1.61 -0.16 0.32
H -1.037 4.278 1.218 0.12 -0.18 0.30
O 0.502 3.034 2.664 -0.88 -1.19 -2.05
H 1.138 2.710 2.010 -0.43 -0.38 -0.45
H 1.099 3.393 3.255 1.53 1.38 2.51
O 3.176 2.009 -2.996 0.86 -2.42 0.26
H 2.376 1.591 -3.336 -0.21 -0.30 -0.24
H 3.051 2.915 -3.158 -0.37 1.96 -0.14
O 1.073 -3.990 -0.893 -0.90 0.15 1.93
H 0.135 -4.103 -0.557 1.08 0.27 -0.59
H 1.515 -3.647 -0.063 -0.29 -0.35 -1.25

=====

7
Properties=species:S:1:pos:R:3:forces:R:3 method="wB97M-V/def2-TZVPD" de_lowest_ev=2.600 energy_ha=-530.74841 molar_mass_g_mol=73.1 charge=0 multiplicity=3
C -1.964 -1.338 0.259 1.64 -1.43 1.12
C 1.047 1.211 0.459 -3.79 -0.21 0.12
N -1.497 -2.271 0.758 -1.01 0.79 -0.66
S 1.629 0.779 -1.010 1.64 -0.29 -1.30
H -2.042 -0.357 -0.104 -0.67 0.61 -0.47
H -0.109 1.097 0.376 1.94 0.62 1.43
H 2.936 0.879 -0.738 0.23 -0.09 -0.24

=====

78
Properties=species:S:1:pos:R:3:forces:R:3 method="wB97M-V/def2-TZVPD" energy_ha=-2369.29632 molar_mass_g_mol=601.1 charge=+1
Cl 0.190 0.151 3.866 0.08 0.00 -0.25
N -1.216 0.150 2.824 0.07 -0.06 0.52
C -1.888 -1.198 2.909 -0.06 -0.73 -0.31
C -3.296 -1.192 2.355 -0.19 0.51 -0.15
C -4.118 -0.039 2.907 0.44 0.20 0.04
C -3.424 1.258 2.481 -0.07 -0.90 0.01
C -2.077 1.320 3.184 -0.64 0.73 -0.38
H -0.837 0.276 1.881 -0.10 0.02 -0.08
H -1.855 -1.556 3.931 0.01 0.36 0.25
H -1.278 -1.875 2.317 0.21 -0.02 0.06
H -3.746 -2.150 2.595 0.07 -0.21 -0.02
H -3.261 -1.085 1.271 -0.02 -0.23 -0.14
H -4.104 -0.085 3.997 -0.36 -0.04 0.12
H -5.139 -0.084 2.547 -0.14 0.00 0.02
H -3.291 1.224 1.399 -0.02 0.33 -0.15
H -4.011 2.130 2.747 0.10 0.24 0.00
H -2.258 1.324 4.253 0.35 -0.22 0.22
H -1.539 2.218 2.898 0.28 0.00 0.14
F -2.100 -3.259 0.429 0.06 0.01 -0.05
C -1.507 -2.567 -0.579 0.01 0.11 -0.05
C -0.219 -2.102 -0.396 -0.02 0.04 0.13
C 0.378 -1.389 -1.429 0.03 0.02 0.02
C -0.315 -1.160 -2.608 -0.02 0.10 -0.03
C -1.612 -1.631 -2.759 0.05 0.03 0.02
C -2.221 -2.345 -1.737 -0.12 -0.04 0.00
H 0.313 -2.320 0.523 0.02 -0.07 -0.03
H 1.390 -1.027 -1.317 0.00 -0.01 -0.01
H 0.156 -0.607 -3.409 0.01 0.00 -0.01
H -2.154 -1.443 -3.676 -0.01 -0.01 -0.01
H -3.227 -2.732 -1.835 0.01 -0.01 0.01
F -1.953 2.041 -3.416 -0.01 -0.03 -0.01
C -1.415 2.859 -2.490 0.08 0.02 0.04
C -0.732 3.982 -2.905 0.00 0.07 -0.14
C -0.169 4.812 -1.948 -0.03 -0.02 0.03
C -0.292 4.512 -0.600 0.09 0.01 0.10
C -0.975 3.370 -0.209 -0.02 -0.04 -0.09
C -1.548 2.533 -1.156 -0.04 -0.15 0.14
H -0.633 4.191 -3.961 -0.04 0.01 0.00
H 0.379 5.690 -2.259 0.00 0.01 -0.02
H 0.158 5.158 0.142 -0.01 0.01 0.00
H -1.058 3.122 0.843 -0.03 0.06 0.02
H -2.086 1.635 -0.878 -0.01 -0.01 -0.06
F 3.595 -0.499 -1.423 0.02 -0.04 -0.02
C 4.057 0.370 -0.497 -0.01 0.11 0.06
C 4.569 1.579 -0.918 0.01 0.03 -0.11
C 5.029 2.469 0.040 -0.01 -0.03 0.04
C 4.977 2.141 1.389 0.00 0.02 0.02
C 4.459 0.916 1.783 0.00 0.03 -0.02
C 3.989 0.017 0.835 -0.05 -0.10 0.04
H 4.599 1.813 -1.974 -0.01 -0.02 0.02
H 5.434 3.423 -0.269 0.01 0.01 -0.01
H 5.348 2.837 2.129 0.01 0.00 0.01
H 4.433 0.651 2.832 0.00 -0.01 0.01
H 3.593 -0.950 1.117 0.02 -0.01 -0.02
F 2.512 3.350 -2.702 -0.01 -0.01 0.03
C 2.799 3.240 -4.018 0.02 -0.01 -0.12
C 1.904 2.594 -4.847 -0.08 -0.09 0.05
C 2.210 2.482 -6.195 0.05 0.04 0.00
C 3.392 3.012 -6.692 0.00 0.00 -0.02
C 4.274 3.657 -5.837 -0.02 -0.03 -0.03
C 3.980 3.778 -4.486 0.06 0.04 0.07
H 0.991 2.181 -4.438 0.00 0.01 0.03
H 1.519 1.980 -6.860 -0.01 -0.01 0.00
H 3.626 2.922 -7.744 0.00 0.00 -0.01
H 5.197 4.070 -6.221 0.01 0.01 0.00
H 4.651 4.281 -3.803 -0.01 0.00 0.01
F -2.366 -3.675 4.635 -0.01 -0.01 0.05
C -2.122 -4.960 4.240 0.02 -0.04 -0.04
C -1.758 -5.893 5.185 0.01 0.06 0.13
C -1.509 -7.189 4.758 -0.01 -0.01 -0.08
C -1.622 -7.521 3.414 0.01 -0.01 0.02
C -1.988 -6.555 2.488 0.01 -0.04 0.04
C -2.246 -5.256 2.902 -0.02 0.06 -0.03
H -1.674 -5.610 6.226 -0.01 0.01 -0.01
H -1.226 -7.942 5.480 0.01 0.00 0.01
H -1.424 -8.533 3.090 0.00 -0.01 0.00
H -2.075 -6.809 1.440 -0.01 0.00 -0.01
H -2.537 -4.484 2.206 -0.02 -0.05 -0.02

=====

19
Properties=species:S:1:pos:R:3:forces:R:3 method="wB97M-V/def2-TZVPD" de_lowest_ev=0.436 energy_ha=-716.25970 molar_mass_g_mol=245.0 charge=-1
I -19.542 4.267 -32.618 -0.01 0.14 -0.03
O -21.202 9.608 -33.452 -0.11 -0.07 0.13
C -20.985 8.404 -33.366 0.13 0.29 -0.06
N -20.199 7.872 -32.404 -0.32 0.01 0.00
C -21.548 7.420 -34.356 0.25 0.00 -0.28
H -20.095 6.861 -32.329 0.10 0.01 0.11
H -20.009 8.467 -31.615 0.19 -0.09 -0.01
H -21.547 7.898 -35.334 -0.04 -0.02 -0.02
H -22.579 7.189 -34.093 0.00 -0.06 0.08
H -20.956 6.505 -34.380 -0.17 -0.07 0.02
O -15.351 3.790 -31.735 -0.17 -0.30 0.27
C -15.141 4.958 -31.951 -0.04 0.53 -0.54
N -16.061 5.849 -32.442 0.40 -0.32 0.20
C -13.783 5.587 -31.674 0.04 -0.16 0.07
H -15.701 6.677 -32.881 -0.20 0.13 0.09
H -17.012 5.558 -32.648 -0.04 -0.25 -0.01
H -13.448 6.210 -32.503 -0.04 0.15 0.08
H -13.048 4.803 -31.509 -0.06 -0.06 -0.01
H -13.865 6.177 -30.760 0.09 0.16 -0.09

=====

50
Properties=species:S:1:pos:R:3:forces:R:3 method="wB97M-V/def2-TZVPD" de_lowest_ev=0.000 energy_ha=-1490.42678 molar_mass_g_mol=314.4 charge=-1
C -2.299 1.571 0.301 0.56 -0.18 -0.49
O -2.845 0.373 -0.217 0.80 0.05 -1.00
C -0.728 1.566 0.428 -1.10 -0.63 0.44
C -0.348 2.476 1.607 0.10 -0.31 -0.29
C 1.148 2.512 1.897 0.14 0.22 -0.23
S 2.141 3.216 0.515 -0.20 -0.46 0.12
C 2.691 1.724 -0.360 -0.17 -0.60 -0.11
N -0.220 0.202 0.632 0.68 0.37 0.42
H -2.580 2.417 -0.307 -0.08 0.41 -0.38
H -2.778 1.729 1.252 -0.01 0.00 0.76
H -0.319 1.912 -0.529 0.04 0.13 0.49
H -0.746 3.472 1.411 0.16 0.15 -0.13
H -0.866 2.149 2.522 0.07 -0.23 -0.17
H 1.527 1.521 2.180 -0.03 0.18 -0.34
H 1.355 3.163 2.743 -0.02 0.15 0.08
H 1.880 1.060 -0.725 0.25 0.63 0.28
H 3.282 2.043 -1.226 -0.06 0.03 0.24
H 3.321 1.121 0.303 -0.03 0.16 -0.17
H -0.321 -0.324 -0.222 -0.19 -0.23 -0.07
H -0.745 -0.274 1.359 -0.09 -0.10 -0.13
H 0.485 -3.707 2.431 -0.16 0.15 0.12
H -0.517 -2.629 2.869 0.28 0.12 0.02
O 0.408 -2.897 2.989 -0.38 -0.23 0.02
H -0.174 4.285 -1.123 -0.33 0.09 0.08
H -1.000 3.354 -1.974 -0.19 0.28 0.03
O -1.090 4.166 -1.422 0.56 -0.05 -0.07
H 1.823 -2.099 2.264 -0.19 0.19 0.13
H 1.965 -0.930 1.288 0.13 -0.21 0.33
O 2.479 -1.665 1.684 -0.11 0.53 -0.36
H 0.850 -4.351 0.457 -0.05 0.03 0.04
H 1.473 -5.341 1.412 -0.05 -0.18 0.05
O 0.620 -4.935 1.223 0.25 -0.01 -0.24
H -3.158 -2.322 1.180 -0.02 0.23 -0.37
H -2.880 -0.759 0.974 -0.22 -0.54 -0.42
O -2.901 -1.511 1.621 0.31 0.01 0.86
H -1.623 -2.062 -1.958 0.11 -0.70 0.26
H -0.994 -3.205 -1.113 0.04 0.03 0.01
O -1.553 -3.055 -1.882 -0.24 0.25 -0.08
H 0.615 -2.360 -3.025 -0.26 0.07 0.00
H 0.006 -1.034 -2.466 0.28 -0.51 -0.13
O 0.857 -1.559 -2.548 0.16 0.47 -0.05
H -2.120 -0.481 -2.982 0.00 0.08 -0.06
H -2.297 0.090 -1.088 -0.90 0.19 1.15
O -1.525 -0.397 -2.229 0.02 0.02 -0.17
H 2.066 -2.620 0.271 0.12 -0.06 -0.19
H 1.475 -2.513 -1.187 0.07 -0.30 0.42
O 1.740 -3.158 -0.482 -0.22 0.19 -0.32
H -1.017 1.016 -2.548 0.07 0.81 -0.53
H 0.222 1.728 -3.135 0.05 0.22 -0.10
O -0.695 1.930 -2.917 0.04 -0.93 0.24

=====

16
Properties=species:S:1:pos:R:3:forces:R:3 method="wB97M-V/def2-TZVPD" de_lowest_ev=1.548 energy_ha=-271.69573 molar_mass_g_mol=86.1 charge=0
C 2.064 0.219 0.385 0.00 0.06 0.03
C 0.573 0.321 0.158 0.35 0.07 -0.19
C -0.004 -0.425 -1.035 0.04 0.03 0.17
C -1.499 -0.292 -0.673 -0.13 0.34 0.75
C -1.429 0.372 0.879 -0.70 -0.71 -0.57
O -0.174 -0.150 1.277 -0.10 -0.02 -0.04
H 2.407 0.903 1.164 -0.04 -0.03 -0.08
H 2.610 0.430 -0.541 -0.12 0.05 0.15
H 2.329 -0.801 0.695 -0.18 0.19 -0.07
H 0.091 1.313 -0.001 1.76 0.33 -0.06
H 0.303 0.071 -1.967 -0.30 -0.09 0.18
H 0.359 -1.459 -1.070 -0.19 0.12 0.05
H -1.918 -1.286 -0.471 0.03 0.28 -0.03
H -2.081 0.120 -1.519 0.09 0.36 0.88
H -2.264 -0.039 1.427 0.02 -0.48 0.36
H -1.369 1.443 1.227 -0.53 -0.49 -1.54